1.
# C5H11NS

A cluster of 2 separate species, C5H11NS in total at a distorted geometry (the ωB97M-V functional and the def2-TZVPD basis, the OMol25 dataset).

Kohn-Sham gap (spin up / spin down) = 0.22896 / 0.19838 Eh
Spin multiplicity = 2
Highest occupied orbital energy (spin up / spin down) = -0.0845 / -0.0836 Eh
Total charge = -1
LUMO level (spin up / spin down) = 3.93 / 3.12 eV

Atoms and positions in Å:
C -0.81 -1.40 1.77
C 0.33 -0.60 2.43
S 0.28 1.12 1.83
H -0.70 -1.32 0.68
H -1.72 -0.83 1.99
H -0.99 -2.43 2.09
H 1.29 -1.08 2.15
H 0.30 -0.62 3.52
C 0.01 0.96 -2.20
C -0.29 -0.45 -2.15
C 1.01 1.40 -1.13
N -0.43 1.80 -0.98
H 0.03 1.64 -3.05
H -1.10 -0.95 -2.65
H 0.50 -1.12 -1.84
H 1.48 0.51 -0.76
H 1.56 2.31 -1.32
H -0.76 1.05 -0.38

=====

2.
# C2H10N4

A cluster of 2 separate species, C2H10N4 in total at a distorted geometry (the ωB97M-V functional and the def2-TZVPD basis, the OMol25 dataset).

Kohn-Sham gap (spin up / spin down) = 0.27306 / 0.27309 Eh
Spin multiplicity = 1
Highest occupied orbital energy (spin up / spin down) = -0.6122 / -0.6122 Eh
Total charge = +2
LUMO level (spin up / spin down) = -9.23 / -9.23 eV

Atoms and positions in Å:
C 0.62 0.18 -0.63
C -1.87 0.41 -0.22
N -0.50 0.12 0.04
N 3.25 0.50 0.75
N -2.79 -0.56 0.42
N 3.63 -0.39 -0.07
H 0.53 0.48 -1.65
H -2.04 1.41 0.18
H -2.18 0.39 -1.25
H 3.18 1.48 0.32
H -3.86 -0.64 0.19
H -2.73 -0.49 1.39
H -2.36 -1.51 0.16
H -0.41 -0.11 1.05
H 3.71 0.03 -0.97
H 3.82 -1.32 0.30

=====

3.
# C2H11O4

A cluster of 4 separate species, C2H11O4 in total at a distorted geometry (the ωB97M-V functional and the def2-TZVPD basis, the OMol25 dataset).

Kohn-Sham gap = 0.30969 Eh
Spin multiplicity = 1
Highest occupied orbital energy = -0.1596 Eh
Total charge = -1
LUMO level = 4.09 eV

Atoms and positions in Å:
C -0.33 -0.54 1.19
O -0.25 0.11 0.00
C 0.86 -0.23 2.13
H -1.25 -0.27 1.76
H -0.38 -1.66 1.13
H 0.97 -0.91 2.98
H 1.75 -0.35 1.49
H 0.78 0.79 2.50
H 0.17 2.44 -1.27
H 0.56 1.56 -0.18
O 0.77 2.48 -0.52
H 1.04 -0.63 -0.94
H 2.47 -1.04 -1.17
O 1.60 -1.09 -1.60
H -2.46 -1.52 -0.51
H -1.91 -0.20 -0.90
O -2.74 -0.72 -0.97

=====

4.
# C3H9N3O6

A cluster of 3 separate species, C3H9N3O6 in total at a distorted geometry (the ωB97M-V functional and the def2-TZVPD basis, the OMol25 dataset).

Kohn-Sham gap = 0.38942 Eh
Spin multiplicity = 1
Highest occupied orbital energy = -0.4006 Eh
SMILES string = C[N+](=O)[O-].C[N+](=O)[O-].C[N+](=O)[O-]
LUMO level = -0.31 eV

Atoms and positions in Å:
C -0.99 -0.38 1.27
N 0.39 -0.11 1.67
O 0.63 -0.09 2.86
O 1.24 -0.03 0.82
H -1.06 -1.38 0.84
H -1.41 0.34 0.58
H -1.57 -0.41 2.19
C -4.76 -0.09 -1.59
N -3.92 0.71 -0.64
O -3.17 1.53 -1.14
O -4.00 0.45 0.55
H -5.17 -0.92 -1.01
H -4.11 -0.32 -2.42
H -5.70 0.38 -1.86
C 4.48 -0.40 -0.67
N 5.22 0.67 0.12
O 6.43 0.64 0.05
O 4.53 1.40 0.80
H 4.95 -0.68 -1.60
H 3.45 -0.12 -0.89
H 4.52 -1.20 0.06

=====

5.
# C29H29EuN2O4S

A structure of composition C29H29EuN2O4S at a distorted geometry (the ωB97M-V functional and the def2-TZVPD basis, the OMol25 dataset).

Kohn-Sham gap (spin up / spin down) = 0.19073 / 0.23149 Eh
Spin multiplicity = 8
Highest occupied orbital energy (spin up / spin down) = -0.1041 / -0.1446 Eh
Total charge = -1
LUMO level (spin up / spin down) = 2.36 / 2.37 eV

Atoms and positions in Å:
C 2.40 0.21 1.63
C 2.44 -0.46 0.36
C 2.32 0.54 -0.67
H 2.52 -1.53 0.19
C 2.21 1.81 -0.04
C 2.24 1.61 1.38
H 2.16 2.76 -0.56
C -1.48 -2.02 1.44
C -0.26 -2.40 0.79
C -0.43 -2.19 -0.61
H 0.66 -2.72 1.29
C -1.73 -1.66 -0.84
C -2.38 -1.55 0.43
H 2.36 0.36 -1.74
H 2.16 2.39 2.14
H 2.40 -0.28 2.61
H -3.40 -1.18 0.57
H 0.30 -2.41 -1.40
H -1.66 -1.98 2.52
Eu -0.15 0.11 1.12
C -2.40 -1.47 -2.20
C -3.79 -2.16 -2.11
C -1.62 -2.15 -3.32
H -3.68 -3.22 -1.85
H -4.31 -2.12 -3.08
H -4.44 -1.70 -1.36
H -1.50 -3.22 -3.11
H -0.63 -1.70 -3.43
H -2.16 -2.05 -4.27
C -2.63 0.03 -2.59
C -1.47 0.86 -3.14
H -3.02 0.55 -1.70
H -3.42 0.06 -3.35
O -0.41 1.08 -2.52
N -1.47 1.45 -4.37
C -0.44 2.52 -4.44
H -2.28 1.49 -4.96
C 0.98 1.94 -4.50
C 2.08 2.61 -3.93
H 1.91 3.51 -3.34
C 3.37 2.11 -4.11
H 4.22 2.64 -3.69
C 3.58 0.94 -4.85
H 4.59 0.57 -5.02
C 2.49 0.27 -5.40
H 2.62 -0.65 -5.97
C 1.19 0.77 -5.22
H 0.32 0.25 -5.63
H -0.49 3.11 -3.51
H -0.64 3.17 -5.30
O -2.28 1.54 1.46
C -1.91 1.60 2.67
N -0.60 1.33 2.95
S -0.16 1.01 4.53
O 0.06 -0.43 4.64
O 0.91 1.90 4.85
C -1.81 1.50 5.01
C -2.26 1.52 6.31
C -3.60 1.88 6.52
C -4.44 2.19 5.43
C -3.97 2.13 4.12
C -2.63 1.80 3.93
H -1.56 1.26 7.10
H -3.97 1.93 7.54
H -5.48 2.47 5.62
H -4.58 2.33 3.25

=====

6.
# C27H13ClF3IMoN6OSSe

A structure of composition C27H13ClF3IMoN6OSSe at a distorted geometry (the ωB97M-V functional and the def2-TZVPD basis, the OMol25 dataset).

Kohn-Sham gap (spin up / spin down) = 0.23439 / 0.22354 Eh
Spin multiplicity = 1
Highest occupied orbital energy (spin up / spin down) = -0.5038 / -0.5039 Eh
Total charge = +2
LUMO level (spin up / spin down) = -7.33 / -7.63 eV

Atoms and positions in Å:
Mo 0.38 0.41 0.38
F 4.59 5.01 0.50
C 3.71 4.43 -0.33
F 4.10 4.68 -1.59
F 2.52 5.02 -0.15
C 3.66 2.94 -0.09
C 4.86 2.25 0.06
C 4.83 0.88 0.25
C 3.62 0.23 0.28
N 2.46 0.88 0.11
C 2.47 2.22 -0.05
S 0.82 2.75 -0.21
H 5.79 2.79 0.03
H 5.75 0.32 0.39
H 3.57 -0.84 0.45
Se -3.34 -1.99 -5.95
N -1.93 -2.58 -5.09
C -1.73 -1.79 -4.06
C -0.65 -1.97 -3.11
C 0.28 -3.00 -3.14
C 1.26 -3.03 -2.17
C 1.32 -2.04 -1.21
N 0.43 -1.03 -1.16
C -0.55 -1.02 -2.09
C -1.51 0.05 -1.95
N -1.29 0.85 -0.88
C -2.15 1.85 -0.66
C -3.23 2.10 -1.49
C -3.45 1.29 -2.59
C -2.57 0.23 -2.83
C -2.68 -0.71 -3.92
N -3.61 -0.66 -4.85
H 0.22 -3.76 -3.91
H 2.01 -3.82 -2.16
H 2.09 -2.04 -0.45
H -1.96 2.47 0.21
H -3.88 2.93 -1.27
H -4.28 1.46 -3.26
Cl -2.33 -2.04 6.33
C -1.40 -1.24 5.13
C -0.35 -0.44 5.50
C 0.45 0.20 4.53
I 2.08 1.39 5.05
C 0.16 0.05 3.20
O 0.86 0.58 2.18
C -0.95 -0.71 2.81
N -1.16 -0.75 1.46
C -2.17 -1.51 1.03
C -2.98 -2.24 1.88
C -2.77 -2.19 3.25
C -1.74 -1.40 3.76
H -0.12 -0.32 6.54
H -2.35 -1.52 -0.04
H -3.77 -2.85 1.47
H -3.40 -2.76 3.92

=====

7.
# C3H7NO2

An isolated molecule of C3H7NO2 (the ωB97M-V functional and the def2-TZVPD basis, the OMol25 dataset).

Kohn-Sham gap = 0.24952 Eh
Spin multiplicity = 1
Highest occupied orbital energy = -0.2286 Eh
LUMO level = 0.57 eV

Atoms and positions in Å:
N -1.51 -0.56 -1.33
C -0.51 0.11 -0.78
O 0.37 0.58 -1.64
C -0.41 0.33 0.68
C 0.96 -0.31 0.83
O 1.78 0.48 1.72
H -2.32 -0.81 -0.79
H -1.45 -0.87 -2.29
H -1.29 -0.06 1.22
H -0.33 1.41 0.88
H 0.85 -1.33 1.22
H 1.19 0.58 -1.07
H 2.67 0.46 1.35

=====

8.
# C24H33BrCrN7O

A structure of composition C24H33BrCrN7O at a distorted geometry (the ωB97M-V functional and the def2-TZVPD basis, the OMol25 dataset).

Kohn-Sham gap (spin up / spin down) = 0.19344 / 0.20369 Eh
Spin multiplicity = 4
Highest occupied orbital energy (spin up / spin down) = -0.4397 / -0.4409 Eh
Total charge = +2
LUMO level (spin up / spin down) = -6.70 / -6.46 eV

Atoms and positions in Å:
Cr -0.04 0.23 -0.01
N 0.19 0.42 2.14
C 1.11 -0.56 2.78
C 2.50 -0.50 2.15
C 2.63 -1.37 0.91
N 1.84 -0.85 -0.23
H 0.53 1.35 2.39
H -0.72 0.34 2.58
H 0.69 -1.56 2.65
H 1.18 -0.36 3.85
H 3.23 -0.84 2.88
H 2.75 0.54 1.91
H 2.28 -2.37 1.15
H 3.69 -1.45 0.64
H 1.68 -1.61 -0.88
H 2.43 -0.20 -0.75
Br -6.72 -9.70 -5.35
C -5.78 -8.24 -4.63
C -5.86 -7.98 -3.27
C -5.17 -6.91 -2.74
C -4.40 -6.09 -3.56
C -4.32 -6.37 -4.94
C -5.02 -7.43 -5.47
N -3.74 -5.03 -2.98
N -3.07 -4.25 -3.65
C -2.34 -3.21 -3.14
C -1.76 -2.35 -4.07
C -1.02 -1.23 -3.72
C -0.82 -0.92 -2.38
O -0.16 0.12 -1.91
C -1.37 -1.79 -1.40
N -1.11 -1.42 -0.11
C -1.64 -2.15 0.87
C -2.42 -3.28 0.63
C -2.66 -3.68 -0.67
C -2.14 -2.93 -1.74
H -6.46 -8.62 -2.63
H -5.23 -6.69 -1.68
H -3.72 -5.73 -5.57
H -4.98 -7.64 -6.53
H -1.93 -2.58 -5.11
H -0.60 -0.58 -4.47
H -1.44 -1.84 1.88
H -2.83 -3.83 1.46
H -3.26 -4.56 -0.88
C -1.25 5.85 1.34
C -1.42 5.24 -0.05
N -1.94 3.87 0.00
C -3.40 3.70 0.08
C -3.90 3.38 1.49
C -1.15 2.81 0.00
C 0.34 2.99 -0.18
N -1.54 1.56 0.14
H -0.76 6.82 1.25
H -0.64 5.21 1.98
H -2.21 6.00 1.82
H -0.47 5.26 -0.58
H -2.12 5.84 -0.63
H -3.70 2.92 -0.62
H -3.85 4.63 -0.26
H -3.55 2.42 1.85
H -4.99 3.36 1.47
H -3.60 4.15 2.19
H 0.54 3.48 -1.13
H 0.83 2.00 -0.23
H 0.79 3.57 0.62
H -2.54 1.41 0.20

=====

9.
# C4H12N2O

An isolated molecule of C4H12N2O at a distorted geometry (the ωB97M-V functional and the def2-TZVPD basis, the OMol25 dataset).

Kohn-Sham gap = 0.36866 Eh
Spin multiplicity = 1
Highest occupied orbital energy = -0.3285 Eh
SMILES string = NC[C@@H](N)CCO
LUMO level = 1.09 eV

Atoms and positions in Å:
N 0.02 -0.03 1.39
C 0.46 -0.24 0.03
C -0.61 0.30 -0.93
C -1.95 -0.39 -0.73
O -2.79 0.30 0.19
C 1.80 0.46 -0.15
N 2.91 -0.46 0.16
H 0.66 -0.19 2.16
H -0.84 -0.48 1.61
H -2.41 1.17 0.38
H 0.59 -1.31 -0.18
H -0.72 1.37 -0.71
H -0.27 0.18 -1.96
H -1.81 -1.44 -0.46
H -2.54 -0.45 -1.66
H 1.96 0.89 -1.14
H 1.94 1.29 0.53
H 3.71 0.05 0.49
H 3.25 -1.13 -0.52

=====

10.
# C41H66F6NO29V3

A structure of composition C41H66F6NO29V3 at a distorted geometry (the ωB97M-V functional and the def2-TZVPD basis, the OMol25 dataset).

Kohn-Sham gap = 0.25947 Eh
Spin multiplicity = 1
Highest occupied orbital energy = -0.3195 Eh
LUMO level = -1.63 eV

Atoms and positions in Å:
O 1.47 2.90 3.90
V 1.19 1.50 3.23
O -0.25 1.03 3.66
O 3.22 1.34 -1.68
V 3.91 1.48 -0.21
O 4.25 2.99 0.27
O 4.88 -2.11 3.71
V 5.12 -0.58 3.55
O 6.58 0.01 3.84
C 3.08 0.35 5.67
O 4.24 -0.59 5.95
O 3.13 0.54 4.26
C 1.75 -0.04 6.39
F 1.88 -0.09 7.73
F 0.85 0.94 6.09
F 1.32 -1.23 5.87
C 4.39 -1.37 7.09
C 5.73 -2.10 6.89
H 6.56 -1.47 6.58
H 5.87 -2.64 7.82
H 5.58 -2.77 6.04
H 3.53 -2.02 7.26
H 4.68 -0.63 7.84
H 3.42 1.28 6.13
C 6.05 -0.39 0.36
O 5.54 -0.05 -0.95
O 5.03 0.03 1.29
C 6.44 -1.93 0.39
F 5.53 -2.63 -0.29
F 7.58 -2.00 -0.16
F 6.36 -2.51 1.59
C 6.40 -0.12 -2.16
C 5.50 0.05 -3.38
H 6.11 -0.04 -4.28
H 4.76 -0.75 -3.29
H 4.91 0.97 -3.44
H 6.91 -1.09 -2.18
H 7.03 0.76 -2.30
H 6.99 0.16 0.44
C 0.19 1.79 -1.36
C -0.23 1.45 0.12
C -1.57 0.79 0.37
C -1.70 -0.62 -0.10
C -0.73 -1.40 0.80
C 0.77 -0.93 0.75
N 0.80 0.59 0.92
O 2.05 1.21 1.09
C 1.48 -1.22 -0.59
C 1.65 -1.61 1.92
C -0.41 2.77 0.89
H -0.59 2.36 -1.87
H 0.28 0.95 -2.04
H 1.09 2.40 -1.41
H -2.30 1.50 -0.03
H -1.75 0.79 1.45
H -1.44 -0.59 -1.16
H -2.76 -0.86 -0.01
H -0.75 -2.35 0.27
H -1.14 -1.60 1.79
H 1.44 -2.30 -0.74
H 2.57 -1.12 -0.66
H 1.01 -0.80 -1.48
H 2.65 -1.24 2.12
H 1.66 -2.67 1.65
H 1.15 -1.54 2.89
H -1.12 3.36 0.31
H 0.51 3.28 1.16
H -0.89 2.50 1.84
C -3.71 7.40 -1.68
C -3.35 6.03 -2.25
C -2.70 5.13 -1.30
O -3.74 4.47 -0.60
C -4.83 4.58 -1.36
O -5.89 4.06 -1.04
O -4.57 5.45 -2.34
H -4.21 7.45 -0.71
H -4.18 8.07 -2.40
H -2.84 7.94 -1.31
H -2.78 5.96 -3.17
H -2.15 5.72 -0.56
H -2.13 4.39 -1.86
C -5.81 0.86 -1.54
C -5.73 1.33 -3.08
C -4.64 0.70 -3.85
O -5.39 0.39 -5.09
C -6.73 0.61 -5.08
O -7.50 0.48 -6.01
O -6.91 1.18 -3.73
H -6.01 -0.21 -1.47
H -6.48 1.47 -0.94
H -4.85 0.86 -1.01
H -5.57 2.40 -3.24
H -4.22 -0.14 -3.30
H -3.75 1.32 -3.93
C 2.52 -1.16 -7.17
C 2.14 -2.10 -5.96
C 0.90 -1.86 -5.10
O 0.47 -3.07 -4.68
C 0.96 -3.96 -5.58
O 0.79 -5.25 -5.55
O 1.67 -3.33 -6.47
H 3.41 -0.54 -7.11
H 1.63 -0.55 -7.35
H 2.78 -1.75 -8.05
H 3.03 -2.26 -5.35
H 0.09 -1.34 -5.61
H 1.27 -1.28 -4.26
C -4.77 5.45 2.84
C -3.36 5.51 3.49
C -2.43 4.30 3.77
O -1.20 4.69 3.21
C -1.40 5.82 2.53
O -0.65 6.21 1.64
O -2.60 6.20 2.51
H -5.50 5.18 3.60
H -4.80 4.86 1.93
H -5.06 6.48 2.66
H -3.40 6.13 4.39
H -2.90 3.42 3.32
H -2.34 4.07 4.83
C -2.43 -3.52 -2.35
C -2.74 -4.01 -3.75
C -4.22 -4.11 -4.07
O -4.33 -3.44 -5.28
C -3.22 -2.76 -5.52
O -3.05 -2.10 -6.46
O -2.27 -3.07 -4.62
H -3.06 -2.65 -2.15
H -1.46 -3.04 -2.31
H -2.42 -4.36 -1.65
H -2.25 -4.97 -3.94
H -4.86 -3.74 -3.26
H -4.43 -5.18 -4.08
C 0.85 -5.52 4.67
C 0.53 -5.32 3.16
C 0.05 -6.58 2.51
O -0.90 -6.08 1.60
C -1.42 -4.93 2.11
O -2.35 -4.17 1.63
O -0.69 -4.56 3.19
H 0.00 -5.79 5.31
H 1.28 -4.55 4.92
H 1.68 -6.19 4.92
H 1.26 -4.85 2.49
H -0.35 -7.42 3.08
H 0.78 -6.96 1.80

=====

11.
# C2H4NOPS

An isolated molecule of C2H4NOPS at a distorted geometry (the ωB97M-V functional and the def2-TZVPD basis, the OMol25 dataset).

Kohn-Sham gap = 0.34186 Eh
Spin multiplicity = 1
Highest occupied orbital energy = -0.3265 Eh
SMILES string = COPN=C=S
LUMO level = 0.42 eV

Atoms and positions in Å:
C 2.33 0.52 -1.11
C -1.29 -1.11 0.80
N 1.24 0.83 -0.69
O -1.22 0.20 0.08
P -0.11 1.32 0.47
S 3.76 0.26 -1.84
H -1.25 -1.84 -0.13
H -2.36 -1.09 1.34
H -0.44 -1.28 1.54
H -0.67 2.20 -0.45

=====

12.
# CH2N4O

An isolated molecule of CH2N4O at a distorted geometry (the ωB97M-V functional and the def2-TZVPD basis, the OMol25 dataset).

Kohn-Sham gap = 0.36109 Eh
Spin multiplicity = 1
Highest occupied orbital energy = -0.3842 Eh
SMILES string = [H]/N=c1/nno[nH]1
LUMO level = -0.63 eV

Atoms and positions in Å:
C 0.34 -0.58 0.29
H 1.29 -2.01 -0.24
H -0.58 -0.86 -1.37
N 0.80 -1.78 0.62
N -0.35 0.31 1.15
N -0.67 1.25 0.32
N 0.21 -0.21 -1.09
O -0.34 1.17 -0.88